Record 1
{"formula": "C22H57N3OSi", "method": "the ωB97M-V functional and the def2-TZVPD basis", "e_lumo_ev": 0.746, "homo_lumo_gap_ev": 8.8, "energy_ha": -1401.36968, "e_homo_ev": -8.026, "spin_multiplicity": 1, "smiles": "CCCCO[SiH3].CCN(CC)CC.CCN(CC)CC.CCN(CC)CC", "de_lowest_kj_mol": 0.0, "elements": ["C", "C", "C", "C", "O", "Si", "H", "H", "H", "H", "H", "H", "H", "H", "H", "H", "H", "H", "C", "C", "N", "C", "C", "C", "C", "H", "H", "H", "H", "H", "H", "H", "H", "H", "H", "H", "H", "H", "H", "H", "C", "C", "N", "C", "C", "C", "C", "H", "H", "H", "H", "H", "H", "H", "H", "H", "H", "H", "H", "H", "H", "H", "C", "C", "N", "C", "C", "C", "C", "H", "H", "H", "H", "H", "H", "H", "H", "H", "H", "H", "H", "H", "H", "H"], "positions_angstrom": [[1.388, -0.849, -3.280], [0.264, -0.289, -2.383], [0.186, -0.980, -1.002], [-0.269, -0.042, 0.130], [0.645, 0.027, 1.224], [2.044, 0.867, 0.930], [0.996, -1.588, -3.972], [2.179, -1.282, -2.681], [1.813, -0.051, -3.878], [0.436, 0.774, -2.253], [-0.692, -0.438, -2.867], [-0.536, -1.786, -1.074], [1.133, -1.440, -0.746], [-0.483, 0.952, -0.262], [-1.214, -0.416, 0.517], [2.799, 0.212, -0.165], [2.894, 0.812, 2.133], [1.795, 2.265, 0.525], [4.721, 7.364, 0.019], [4.271, 5.956, -0.341], [3.599, 5.887, -1.625], [2.888, 4.641, -1.841], [3.704, 3.346, -1.920], [4.351, 6.401, -2.756], [5.731, 5.793, -3.038], [3.889, 8.065, -0.052], [5.095, 7.381, 1.044], [5.526, 7.716, -0.627], [3.561, 5.618, 0.418], [5.138, 5.278, -0.278], [2.291, 4.742, -2.752], [2.162, 4.538, -1.027], [4.261, 3.268, -2.853], [3.031, 2.487, -1.876], [4.406, 3.252, -1.090], [4.476, 7.478, -2.615], [3.725, 6.303, -3.646], [6.342, 5.730, -2.137], [6.269, 6.422, -3.750], [5.664, 4.798, -3.474], [-4.437, -0.802, -0.788], [-5.611, -0.984, 0.161], [-5.247, -0.779, 1.549], [-6.250, -1.247, 2.489], [-7.618, -0.555, 2.489], [-4.627, 0.498, 1.855], [-5.393, 1.776, 1.491], [-3.592, -1.421, -0.478], [-4.723, -1.100, -1.798], [-4.105, 0.236, -0.836], [-5.976, -2.010, 0.065], [-6.436, -0.330, -0.165], [-5.823, -1.196, 3.494], [-6.405, -2.313, 2.291], [-7.571, 0.443, 2.923], [-8.321, -1.134, 3.091], [-8.036, -0.476, 1.486], [-3.656, 0.529, 1.353], [-4.392, 0.509, 2.922], [-5.780, 1.745, 0.472], [-4.722, 2.635, 1.556], [-6.226, 1.966, 2.166], [0.295, -7.575, 2.010], [0.947, -6.209, 2.168], [1.278, -5.590, 0.899], [2.171, -4.452, 1.020], [1.659, -3.217, 1.767], [0.172, -5.432, -0.029], [-1.060, -4.649, 0.445], [0.903, -8.223, 1.378], [0.193, -8.050, 2.987], [-0.702, -7.506, 1.576], [1.881, -6.337, 2.722], [0.300, -5.575, 2.794], [2.479, -4.156, 0.013], [3.084, -4.803, 1.512], [0.911, -2.674, 1.194], [2.485, -2.525, 1.947], [1.231, -3.470, 2.738], [-0.156, -6.428, -0.337], [0.563, -4.970, -0.939], [-1.399, -4.976, 1.429], [-1.887, -4.809, -0.251], [-0.878, -3.576, 0.489]], "lowdin_charge": [-0.097, -0.238, -0.205, -0.279, -0.348, 0.582, 0.066, 0.060, 0.063, 0.089, 0.100, 0.094, 0.076, 0.102, 0.102, -0.044, -0.061, -0.055, -0.091, -0.277, -0.203, -0.252, -0.089, -0.248, -0.082, 0.080, 0.072, 0.064, 0.117, 0.102, 0.112, 0.100, 0.057, 0.043, 0.069, 0.101, 0.113, 0.065, 0.071, 0.054, -0.091, -0.275, -0.201, -0.252, -0.086, -0.246, -0.080, 0.069, 0.073, 0.065, 0.118, 0.103, 0.111, 0.109, 0.055, 0.070, 0.066, 0.091, 0.115, 0.065, 0.072, 0.054, -0.092, -0.277, -0.201, -0.245, -0.077, -0.243, -0.078, 0.079, 0.071, 0.063, 0.117, 0.103, 0.109, 0.109, 0.033, 0.072, 0.073, 0.101, 0.112, 0.068, 0.073, 0.040]}

Record 2
{"formula": "C22H58AsF9N5O8S", "method": "the ωB97M-V functional and the def2-TZVPD basis", "e_lumo_ev": -5.129, "homo_lumo_gap_ev": 9.5, "energy_ha": -5280.68039, "e_homo_ev": -14.670, "total_charge": 3, "spin_multiplicity": 1, "elements": ["C", "N", "C", "C", "C", "C", "O", "H", "H", "H", "H", "H", "H", "H", "H", "H", "H", "H", "H", "H", "H", "C", "N", "C", "C", "C", "C", "O", "H", "H", "H", "H", "H", "H", "H", "H", "H", "H", "H", "H", "H", "H", "C", "N", "C", "C", "C", "C", "O", "H", "H", "H", "H", "H", "H", "H", "H", "H", "H", "H", "H", "H", "H", "C", "C", "O", "N", "H", "H", "C", "H", "H", "H", "H", "H", "H", "C", "C", "O", "N", "H", "H", "C", "H", "H", "H", "H", "H", "H", "C", "F", "F", "F", "S", "O", "O", "O", "As", "F", "F", "F", "F", "F", "F"], "positions_angstrom": [[-6.114, -4.367, 1.024], [-4.679, -4.549, 1.465], [-4.548, -3.588, 2.691], [-4.571, -5.947, 1.916], [-3.749, -4.290, 0.327], [-2.377, -3.991, 0.824], [-2.351, -2.705, 1.379], [-6.808, -4.671, 1.804], [-6.311, -4.813, 0.035], [-6.242, -3.273, 0.895], [-3.528, -3.642, 3.058], [-5.295, -3.945, 3.388], [-4.650, -2.553, 2.359], [-5.251, -6.081, 2.732], [-3.548, -6.179, 2.263], [-4.704, -6.561, 1.015], [-4.114, -3.459, -0.181], [-3.811, -5.213, -0.291], [-1.667, -4.034, 0.007], [-2.062, -4.752, 1.583], [-1.520, -2.277, 1.165], [4.579, -2.793, -2.939], [4.737, -2.635, -1.492], [6.165, -3.065, -1.090], [4.583, -1.208, -1.007], [3.718, -3.513, -0.824], [3.700, -4.921, -1.356], [4.906, -5.646, -1.135], [5.290, -2.063, -3.331], [3.553, -2.582, -3.170], [4.908, -3.751, -3.277], [6.054, -3.814, -0.289], [6.649, -2.135, -0.734], [6.715, -3.576, -1.854], [5.003, -1.222, -0.020], [3.541, -0.959, -0.911], [5.221, -0.515, -1.527], [2.708, -3.127, -1.078], [3.948, -3.489, 0.189], [3.517, -4.915, -2.472], [2.868, -5.494, -0.827], [4.857, -6.544, -1.466], [0.233, 5.604, -6.533], [0.227, 4.110, -6.773], [0.560, 3.800, -8.194], [1.210, 3.489, -5.880], [-1.146, 3.614, -6.462], [-1.510, 2.271, -6.891], [-0.723, 1.243, -6.318], [-0.426, 6.085, -7.257], [1.171, 6.104, -6.606], [-0.182, 5.702, -5.514], [1.610, 4.141, -8.365], [-0.109, 4.339, -8.837], [0.289, 2.793, -8.342], [2.074, 4.152, -5.811], [1.582, 2.574, -6.313], [0.868, 3.350, -4.818], [-1.850, 4.405, -6.778], [-1.133, 3.615, -5.345], [-1.496, 2.150, -7.996], [-2.586, 2.191, -6.710], [-1.259, 0.488, -6.180], [-0.070, 6.958, 2.788], [-1.469, 6.641, 3.218], [-2.494, 6.683, 2.653], [-1.661, 6.282, 4.778], [-1.481, 5.240, 4.788], [-0.915, 6.581, 5.373], [-3.046, 6.624, 5.307], [0.446, 6.038, 2.570], [0.401, 7.463, 3.617], [-0.094, 7.586, 1.909], [-3.755, 6.361, 4.477], [-3.105, 7.629, 5.594], [-3.235, 5.840, 6.069], [3.036, 1.204, 6.313], [2.219, 0.325, 5.424], [2.362, -0.001, 4.311], [0.938, -0.194, 6.104], [0.945, 0.065, 7.102], [0.163, 0.227, 5.635], [0.865, -1.662, 6.102], [2.415, 1.966, 6.765], [3.795, 1.699, 5.736], [3.446, 0.591, 7.148], [-0.234, -1.923, 6.159], [1.396, -2.128, 6.968], [1.125, -2.091, 5.082], [-1.084, -1.653, -2.376], [-2.244, -2.250, -1.933], [-0.939, -1.901, -3.679], [-1.294, -0.350, -2.185], [0.375, -2.355, -1.461], [0.026, -2.348, -0.050], [0.606, -3.681, -1.946], [1.336, -1.380, -1.861], [-0.775, 2.011, 3.769], [-1.583, 3.634, 4.401], [-0.957, 1.464, 5.424], [-0.144, 0.446, 3.359], [-0.509, 2.724, 2.227], [0.800, 2.677, 4.199], [-2.331, 1.596, 3.195]], "lowdin_charge": [0.004, -0.355, 0.047, -0.003, -0.098, -0.244, -0.068, 0.110, 0.123, 0.117, 0.095, 0.106, 0.113, 0.103, 0.116, 0.121, 0.117, 0.159, 0.108, 0.134, 0.060, 0.003, -0.327, 0.044, 0.029, -0.114, -0.225, -0.065, 0.120, 0.111, 0.099, 0.106, 0.108, 0.101, 0.095, 0.088, 0.111, 0.093, 0.124, 0.133, 0.158, 0.103, 0.024, -0.371, 0.036, -0.010, -0.134, -0.253, -0.009, 0.115, 0.103, 0.125, 0.145, 0.114, 0.079, 0.110, 0.108, 0.138, 0.158, 0.153, 0.136, 0.147, 0.084, 0.047, -0.341, 0.187, 0.064, 0.115, 0.148, 0.027, 0.099, 0.092, 0.106, 0.114, 0.083, 0.115, 0.037, -0.420, 0.186, 0.063, 0.180, 0.074, -0.011, 0.096, 0.100, 0.123, 0.122, 0.121, 0.127, -0.624, 0.078, 0.130, 0.134, 0.435, -0.316, -0.288, -0.310, 0.838, -0.329, -0.246, -0.219, -0.233, -0.253, -0.210]}